C21H47FNO8S2 | ωB97M-V/def2-TZVPD

## Properties
highest occupied orbital energy = -12.5 eV
charge = +1
multiplicity = 1
lowest unoccupied orbital energy = -0.0894 hartree

Each atom is followed by the atoms it is bonded to, with distances in Å.
Geometry (Å):
1 H -0.2855 -0.0633 2.8377  C80 1.094
2 H -2.5109 4.0870 -0.4695  C47 1.098
3 C -2.8473 2.1960 -1.4369  H42 1.101, H46 1.097, C47 1.541, C54 1.533
4 H 2.3020 -3.1753 7.6393  C51 1.086
5 H 1.0497 -2.8277 6.4176  C51 1.088
6 H 2.7796 -2.8049 5.9508  C51 1.086
7 C 4.2112 0.4597 7.8360  H27 1.087, C40 1.513, H56 1.090, O76 1.452
8 H -5.4085 -4.4791 -7.5123  C61 1.090
9 H 0.2858 4.7646 -0.0845  C37 1.097
10 H 3.4446 0.7905 -2.6492  C78 1.089
11 H 0.8901 3.1456 -0.4220  C37 1.103
12 C -0.9626 0.4562 -2.0237  H17 1.098, N23 1.506, C54 1.539, C65 1.523
13 H -2.5727 -5.1434 -1.6522  C72 1.088
14 O 0.1925 -1.6984 -2.1344  C19 1.418, C65 1.420
15 O -4.3834 -3.8157 -3.3737  S25 1.433
16 H 4.3437 2.0746 9.2265  C40 1.090
17 H -0.0766 0.9005 -2.4956  C12 1.098
18 H -1.4740 2.8354 0.1294  C47 1.104
19 C 0.9977 -1.1050 -1.1289  O14 1.418, H24 1.095, H64 1.093, C68 1.524
20 H 3.8852 0.5307 9.9619  C40 1.089
21 S 2.1061 -0.8971 7.1420  O39 1.428, C51 1.758, O74 1.437, O76 1.581
22 H 2.5397 4.7897 -1.1434  C30 1.098
23 N -0.7131 0.5689 -0.5427  C12 1.506, H45 1.017, C68 1.520, H71 1.023
24 H 1.6413 -1.8920 -0.7224  C19 1.095
25 S -3.7904 -5.0965 -3.6218  O15 1.433, O26 1.429, O67 1.584, C72 1.758
26 O -4.5619 -6.2859 -3.4450  S25 1.429
27 H 5.2745 0.2364 7.8762  C7 1.087
28 H -1.8236 -1.4647 -1.6967  C65 1.105
29 O 2.1669 2.3701 -2.5429  C60 1.422, C78 1.417
30 C 1.6506 4.6276 -1.7665  H22 1.098, C37 1.532, H38 1.099, C60 1.529
31 H -1.6428 -4.3979 -2.9859  C72 1.087
32 H 0.6613 1.7048 4.1692  C66 1.089
33 H -0.4817 -1.3150 0.4199  C68 1.098
34 H 4.1572 2.2599 -1.9489  C78 1.094
35 H -1.3406 -1.1953 -3.3805  C65 1.089
36 H -1.8319 -6.1783 -2.9042  C72 1.086
37 C 0.5191 4.0678 -0.8991  H9 1.097, H11 1.103, C30 1.532, C55 1.539
38 H 1.3610 5.6102 -2.1654  C30 1.099
39 O 1.1902 -0.6318 8.2048  S21 1.428
40 C 3.7512 1.1700 9.0903  C7 1.513, H16 1.090, H20 1.089, H75 1.089
41 H 1.2449 3.7660 -3.7244  C60 1.095
42 H -3.3521 1.6439 -0.6296  C3 1.101
43 H -2.0076 1.7289 -3.3750  C54 1.096
44 H 2.0792 0.9014 3.4964  C66 1.091
45 H -1.6012 0.5772 -0.0474  N23 1.017
46 H -3.6590 2.7112 -1.9649  C3 1.097
47 C -1.9025 3.2372 -0.8050  H2 1.098, C3 1.541, H18 1.104, C55 1.532
48 H -4.6158 -6.2865 -5.9351  C52 1.090
49 H -0.5142 3.0132 -2.4597  C55 1.094
50 F 1.9277 0.9238 0.5865  C57 1.403
51 C 2.0638 -2.6087 6.7437  H4 1.086, H5 1.088, H6 1.086, S21 1.758
52 C -4.0175 -5.4112 -6.1884  H48 1.090, H59 1.087, C61 1.513, O67 1.453
53 H -5.6110 -3.9890 -5.8266  C61 1.089
54 C -2.2397 1.2074 -2.4394  C3 1.533, C12 1.539, H43 1.096, H70 1.098
55 C -0.7623 3.7500 -1.6897  C37 1.539, C47 1.532, H49 1.094, H58 1.095
56 H 4.0204 1.0484 6.9381  C7 1.090
57 C 1.0317 0.0121 1.1657  F50 1.403, C68 1.533, H79 1.097, C80 1.524
58 H -1.0824 4.6475 -2.2286  C55 1.095
59 H -3.3291 -5.6895 -6.9825  C52 1.087
60 C 2.0131 3.7247 -2.9456  O29 1.422, C30 1.529, H41 1.095, H69 1.094
61 C -4.8776 -4.2339 -6.5928  H8 1.090, C52 1.513, H53 1.089, H63 1.090
62 H -0.4740 1.4060 1.8775  C80 1.102
63 H -4.2612 -3.3529 -6.7709  C61 1.090
64 H 1.6415 -0.3251 -1.5448  C19 1.093
65 C -1.0419 -1.0300 -2.3460  C12 1.523, O14 1.420, H28 1.105, H35 1.089
66 C 1.1884 1.4777 3.2433  H32 1.089, H44 1.091, H73 1.095, C80 1.534
67 O -3.1427 -5.1110 -5.0672  S25 1.584, C52 1.453
68 C 0.1733 -0.5309 0.0173  C19 1.524, N23 1.520, H33 1.098, C57 1.533
69 H 2.9452 4.0798 -3.3950  C60 1.094
70 H -3.0141 0.4675 -2.6798  C54 1.098
71 H -0.2653 1.4700 -0.3572  N23 1.023
72 C -2.2971 -5.2182 -2.7018  H13 1.088, S25 1.758, H31 1.087, H36 1.086
73 H 1.5024 2.4228 2.7888  C66 1.095
74 O 2.0163 -0.1046 5.9469  S21 1.437
75 H 2.7007 1.4496 9.0331  C40 1.089
76 O 3.5949 -0.8452 7.6720  C7 1.452, S21 1.581
77 H 3.8755 2.1411 -3.7089  C78 1.096
78 C 3.4836 1.8765 -2.7206  H10 1.089, O29 1.417, H34 1.094, H77 1.096
79 H 1.6029 -0.8301 1.5752  C57 1.097
80 C 0.2693 0.7042 2.2891  H1 1.094, C57 1.524, H62 1.102, C66 1.534

These are the Löwdin partial charges, in e, on atoms 1 to 2: atom 1 (H): 0.13, atom 2 (H): 0.13